Entry 1:
ORCA calculation (wB97M-V/def2-TZVPD) on C41H29N12O3Pb as an isolated structure in a non-equilibrium geometry.

largest force on an atom	3.9	eV/A
ΔE to the lowest compared entry with this formula, charge and spin	8.4	kcal/mol
gap between HOMO and LUMO	6.36	eV
HOMO level	-11.020	eV
total energy	-2655.2995	hartree

```
! RIJCOSX wB97M-V def2-TZVPD def2/J DEFGRID3
* xyz 1 1
Pb -0.081 -0.105 -0.232
C 5.484 4.423 0.823
C 6.171 3.384 0.216
C 5.544 2.204 -0.163
C 4.213 2.121 0.025
C 3.242 1.116 -0.379
N 3.538 0.051 -1.170
C 3.123 -1.135 -0.831
C 3.240 -2.343 -1.570
C 3.825 -2.612 -2.829
C 3.804 -3.946 -3.267
C 3.176 -4.954 -2.526
C 2.500 -4.668 -1.313
C 2.647 -3.386 -0.833
C 2.133 -2.672 0.380
N 1.524 -3.283 1.378
C 0.613 -2.750 2.130
N -0.173 -1.733 1.816
C -0.948 -1.361 2.868
N -1.724 -0.332 3.014
C -1.405 0.829 2.522
N -0.130 1.119 1.948
C 0.069 2.403 1.894
N 1.152 3.092 1.493
C 2.095 2.573 0.776
N 2.033 1.369 0.061
C 3.465 3.112 0.711
C 4.131 4.265 1.087
C -1.135 3.133 2.367
C -1.555 4.483 2.502
C -2.822 4.675 3.118
C -3.586 3.665 3.692
C -3.223 2.308 3.464
C -2.016 2.128 2.794
C -0.748 -2.363 3.960
C -1.505 -2.670 5.059
C -1.118 -3.798 5.747
C -0.032 -4.624 5.387
C 0.690 -4.270 4.260
C 0.317 -3.155 3.542
N 2.427 -1.370 0.335
H 6.052 5.389 0.999
H 7.231 3.599 0.065
H 6.163 1.385 -0.524
H 4.220 -1.850 -3.460
H 4.292 -4.216 -4.182
H 3.278 -5.972 -2.821
H 2.058 -5.483 -0.751
H 3.595 5.062 1.548
H -0.885 5.244 2.214
H -3.274 5.647 3.222
H -4.500 3.874 4.233
H -3.864 1.466 3.616
H -2.371 -2.068 5.350
H -1.725 -4.193 6.563
H 0.248 -5.407 6.054
H 1.500 -4.937 3.976
C -2.922 3.314 -1.264
C -1.744 2.513 -1.770
O -0.592 2.468 -1.300
N -2.052 1.810 -2.894
C -1.116 1.358 -3.803
C -1.649 0.114 -4.544
C -2.064 0.131 -5.853
C -2.661 -1.021 -6.324
C -2.908 -2.106 -5.445
C -2.458 -1.966 -4.181
N -1.784 -0.883 -3.711
H -3.259 3.984 -2.040
H -2.723 3.881 -0.321
H -3.783 2.685 -1.108
H -2.972 1.909 -3.200
H -0.192 1.063 -3.313
H -0.805 2.141 -4.505
H -1.925 0.914 -6.581
H -3.072 -1.121 -7.349
H -3.428 -3.030 -5.815
H -2.729 -2.709 -3.425
N -2.201 -1.734 -0.738
N -3.277 -1.338 0.101
C -3.366 -0.008 0.446
O -4.435 0.366 0.927
O -2.259 0.651 0.238
H -2.344 -1.347 -1.662
H -2.109 -2.738 -0.818
H -4.151 -1.765 -0.110
*
```


Entry 2:
ORCA calculation (wB97M-V/def2-TZVPD) on a 12-piece molecular cluster, H24O12 overall in a non-equilibrium geometry.

largest force on an atom	3.8	eV/A
ΔE to the lowest compared entry with this formula, charge and spin	97.7	kcal/mol
gap between HOMO and LUMO	9.66	eV
HOMO level	-10.471	eV
SMILES	O.O.O.O.O.O.O.O.O.O.O.O
total energy	-917.1696	hartree

```
! RIJCOSX wB97M-V def2-TZVPD def2/J DEFGRID3
* xyz 0 1
O 0.451 -0.908 0.500
H 1.375 -0.762 0.735
H 0.143 -0.040 0.214
O -0.373 2.280 -1.128
H -1.101 1.860 -1.601
H 0.384 1.712 -1.310
O -3.010 -3.342 -1.607
H -2.885 -2.388 -1.668
H -2.693 -3.564 -0.725
O 3.918 1.575 2.511
H 3.882 0.848 1.880
H 4.731 2.041 2.286
O -2.332 -2.761 0.931
H -1.430 -2.619 0.621
H -2.576 -1.922 1.337
O -0.685 2.591 2.233
H -0.846 2.382 1.306
H -0.316 3.481 2.212
O -2.723 0.933 -0.224
H -2.599 0.324 -0.961
H -1.866 0.947 0.215
O 3.060 0.125 0.416
H 2.837 1.061 0.360
H 3.184 -0.141 -0.502
O -0.494 -0.253 -3.464
H -0.787 0.429 -2.849
H -0.257 0.235 -4.261
O -1.306 -1.879 3.015
H -0.352 -1.849 3.148
H -1.488 -1.118 2.452
O -1.905 3.631 -1.441
H -1.939 3.483 -0.489
H -1.314 4.386 -1.539
O 4.143 -3.663 -0.757
H 3.719 -3.893 -1.591
H 3.449 -3.221 -0.255
*
```


Entry 3:
ORCA calculation (wB97M-V/def2-TZVPD) on C23H17IrN4O8SSe as an isolated structure in a non-equilibrium geometry.

largest force on an atom	1.1	eV/A
ΔE to the lowest compared entry with this formula, charge and spin	13.0	kcal/mol
gap between HOMO and LUMO (alpha / beta)	7.05 / 6.06	eV
HOMO level (alpha / beta)	-5.816 / -5.816	eV
total energy	-4611.6198	hartree
expectation value of S²	0.76

```
! RIJCOSX wB97M-V def2-TZVPD def2/J DEFGRID3
* xyz -1 2
Ir -0.449 -0.775 0.152
O -0.810 4.384 -4.940
C -1.490 4.278 -3.910
O -2.462 4.934 -3.499
C -1.038 3.144 -2.944
C -1.592 3.038 -1.681
C -1.150 2.034 -0.842
N -0.235 1.111 -1.198
C 0.342 1.228 -2.401
C -0.048 2.243 -3.279
C 1.463 0.317 -2.782
C 1.887 0.220 -4.110
C 2.954 -0.607 -4.405
C 3.568 -1.305 -3.382
C 3.072 -1.149 -2.097
N 2.055 -0.358 -1.807
C -1.590 1.958 0.570
C -2.236 3.008 1.225
C -2.509 2.899 2.571
C -2.119 1.753 3.252
C -1.496 0.745 2.548
N -1.260 0.842 1.233
H -2.356 3.753 -1.410
H 0.425 2.384 -4.237
H 1.381 0.751 -4.900
H 3.291 -0.714 -5.428
H 4.398 -1.972 -3.572
H 3.501 -1.689 -1.261
H -2.485 3.902 0.675
H -3.002 3.709 3.092
H -2.287 1.634 4.313
H -1.180 -0.169 3.027
O 3.224 -0.589 1.777
C 2.043 -0.800 1.913
O 1.153 -0.211 1.138
C 1.517 -1.575 3.094
C 2.326 -1.607 4.232
C 1.925 -2.260 5.378
C 0.689 -2.906 5.400
C -0.125 -2.891 4.288
C 0.275 -2.234 3.114
S -0.808 -2.444 1.750
H 3.283 -1.105 4.175
H 2.564 -2.271 6.251
H 0.359 -3.423 6.291
H -1.080 -3.398 4.304
O -1.228 -1.047 -2.270
Se -0.591 -2.590 -2.285
O 0.452 -2.844 -3.472
O 0.255 -2.453 -0.791
O -1.775 -3.668 -2.100
N -2.519 -1.243 -0.129
H -2.714 -2.214 0.100
H -2.640 -1.121 -1.143
H -3.132 -0.638 0.407
*
```


Number 1 is which compound? C41H29N12O3Pb


The highest total energy belongs to which entry? H24O12